The following is a DFT calculation (ωB97M-V with the def2-TZVPD basis set) of a cluster of 2 separate species, C4H11N3O in total.

```
19
C4H11N3O, DFT ωB97M-V with the def2-TZVPD basis set
C -0.57 0.59 -2.00
N 0.65 -0.03 -1.55
C 1.38 0.49 -0.53
N 2.40 -0.33 -0.09
O 1.16 1.57 -0.02
H -0.57 1.61 -1.61
H -0.60 0.62 -3.09
H -1.46 0.07 -1.62
H 0.78 -1.00 -1.79
H 2.75 -1.05 -0.70
H 3.07 0.11 0.51
C -1.82 0.71 1.21
N -1.82 -0.53 1.36
C -0.64 -1.19 1.83
H -2.72 1.18 0.86
H -0.96 1.36 1.39
H 0.22 -0.52 1.96
H -0.88 -1.68 2.77
H -0.38 -1.97 1.11
```

Properties
gap between HOMO and LUMO: 10.1 eV
max |F|: 0.73 eV Å⁻¹


The following is a DFT calculation (ωB97M-V with the def2-TZVPD basis set) of a structure of composition C4H11N3O.

```
19
C4H11N3O, DFT ωB97M-V with the def2-TZVPD basis set
C 0.06 0.61 -0.55
C -0.90 1.67 -1.00
C 0.70 -0.86 1.98
N 0.05 0.12 1.12
C -0.53 -0.81 -0.40
N 1.30 0.64 -1.16
O -1.89 -0.83 -0.13
N -0.09 -1.79 -1.13
H -2.18 -1.72 -0.39
H -0.21 0.96 1.62
H 1.70 1.56 -1.30
H 1.94 -0.07 -0.82
H 0.93 -1.84 -1.18
H -0.41 2.64 -1.10
H -1.72 1.78 -0.29
H -1.33 1.36 -1.94
H 0.92 -1.80 1.48
H 0.02 -1.14 2.79
H 1.64 -0.48 2.41
```

Properties
gap between HOMO and LUMO: 8.8 eV
max |F|: 5.66 eV Å⁻¹


The following is a DFT calculation (ωB97M-V with the def2-TZVPD basis set) of a structure of composition C4H11N3O.

```
19
C4H11N3O, DFT ωB97M-V with the def2-TZVPD basis set
C -0.29 -0.05 0.50
C -1.62 0.36 -0.10
C 1.38 0.91 -1.81
N 0.58 -0.78 -0.24
C 1.45 -0.51 -1.23
N -0.78 -1.57 1.59
N 0.21 0.86 1.45
O 2.22 -1.34 -1.70
H -0.03 -1.99 0.89
H -0.41 1.59 1.76
H -1.72 -1.92 1.47
H -0.49 -1.52 2.56
H 1.22 0.86 1.53
H -2.34 0.59 0.69
H -1.48 1.23 -0.74
H -2.01 -0.45 -0.72
H 1.26 1.67 -1.05
H 0.55 0.96 -2.51
H 2.30 1.10 -2.36
```

Properties
gap between HOMO and LUMO: 8.9 eV
max |F|: 2.28 eV Å⁻¹


The following is a DFT calculation (ωB97M-V with the def2-TZVPD basis set) of a structure of composition C4H11N3O.

```
19
C4H11N3O, DFT ωB97M-V with the def2-TZVPD basis set
C -0.26 -0.29 -1.37
C 0.99 -1.05 -1.22
C -2.35 -0.33 0.73
N 0.92 -0.53 0.14
C 1.49 0.73 0.56
N 0.58 1.45 1.25
O -1.64 0.64 0.04
N 2.66 1.11 0.22
H 0.28 -0.97 0.80
H -0.43 1.31 0.95
H 0.90 2.35 1.56
H 3.19 0.38 -0.23
H -0.20 0.72 -1.74
H -1.18 -0.84 -1.52
H 1.86 -0.67 -1.75
H 0.92 -2.14 -1.25
H -1.77 -0.81 1.55
H -2.70 -1.15 0.08
H -3.26 0.09 1.20
```

Properties
gap between HOMO and LUMO (alpha / beta): 8.1 / 8.1 eV
max |F|: 0.85 eV Å⁻¹


The following is a DFT calculation (ωB97M-V with the def2-TZVPD basis set) of a structure of composition C4H11N3O.

```
19
C4H11N3O, DFT ωB97M-V with the def2-TZVPD basis set
C 0.39 0.94 0.29
C -1.81 -0.87 -0.29
C 1.30 -1.24 -0.76
N -0.95 -0.18 0.64
C 0.92 -0.46 0.48
N 0.26 1.51 -0.97
N 0.67 1.78 1.32
O 1.43 -0.75 1.58
H -1.07 -0.42 1.61
H -0.13 0.93 -1.69
H 0.99 1.27 2.14
H -0.13 2.44 -0.98
H 0.02 2.53 1.51
H -2.85 -0.80 0.03
H -1.74 -0.41 -1.28
H -1.56 -1.94 -0.41
H 2.23 -0.82 -1.16
H 0.58 -1.23 -1.57
H 1.46 -2.28 -0.48
```

Properties
gap between HOMO and LUMO: 9.0 eV
max |F|: 1.78 eV Å⁻¹


The following is a DFT calculation (ωB97M-V with the def2-TZVPD basis set) of the molecule C4H11N3O.

```
19
C4H11N3O, DFT ωB97M-V with the def2-TZVPD basis set
C -0.12 -1.81 1.13
C -0.31 -0.64 0.15
C -0.36 -1.01 -1.43
N -1.41 -0.30 -2.09
N 0.71 0.40 0.30
C 0.38 1.74 0.45
N 1.36 2.55 0.95
O -0.67 2.19 0.04
H 0.32 -2.69 0.67
H 0.62 -1.45 1.87
H -0.93 -2.12 1.78
H -1.28 -0.18 0.32
H 0.64 -0.73 -1.74
H -0.38 -2.11 -1.48
H -2.33 -0.50 -1.78
H -1.17 0.68 -2.12
H 1.55 0.11 0.76
H 2.16 2.33 1.51
H 1.22 3.53 0.73
```

Properties
gap between HOMO and LUMO: 9.3 eV
max |F|: 3.02 eV Å⁻¹


Computed calculated total energy (eV) in order:
-10844.1662, -10840.9918, -10842.8507, -10840.0682, -10842.8224, -10844.4988
Computed energy above the lowest of the compared OMol25 structures with the same formula, charge and spin (kcal per mole) in order:
24.1, 97.3, 54.4, 118.6, 55.1, 16.4